No. 1
79
Properties=species:S:1:pos:R:3 method="wB97M-V/def2-TZVPD" s2=2.002 spin_multiplicity=3 gap_ha="0.311 / 0.312" homo_energy_ev="-8.3222 / -8.3348"
C -0.81 4.72 -2.43
C -0.47 4.08 -1.13
H -1.88 4.94 -2.48
H -0.51 4.11 -3.29
H -0.29 5.69 -2.46
C -0.68 4.72 0.03
C -1.19 6.11 0.10
H -0.51 4.26 1.00
H -2.26 6.24 -0.13
H -0.62 6.79 -0.55
H -1.04 6.40 1.15
Tm 1.88 -2.46 -0.96
Cl 1.10 -2.84 -3.34
C 3.31 -2.04 1.70
O 2.35 -2.71 1.20
N 3.37 -1.66 2.96
C 2.22 -1.73 3.86
C 4.63 -1.14 3.53
H 4.16 -1.75 1.05
H 1.46 -2.36 3.40
H 1.81 -0.73 4.06
H 2.55 -2.14 4.82
H 5.43 -1.36 2.82
H 4.83 -1.64 4.49
H 4.58 -0.06 3.72
H -1.65 -6.56 0.70
H 0.39 -7.77 -1.34
C -1.85 -5.99 -0.22
C -0.36 -7.15 -1.84
N -0.67 -5.94 -1.08
H -2.16 -4.97 0.03
C 0.23 -4.97 -1.05
O 0.19 -3.90 -0.36
H 0.02 -6.87 -2.82
H 1.08 -5.11 -1.74
H -2.66 -6.51 -0.77
H -1.25 -7.77 -1.97
H -2.35 1.00 0.00
H -1.94 1.80 3.25
C -2.83 0.80 0.97
C -1.97 0.70 3.27
N -1.88 0.20 1.90
H -3.72 0.17 0.83
C -0.93 -0.71 1.52
O -0.63 -1.04 0.37
H -1.13 0.34 3.88
H -0.40 -1.15 2.40
H -3.14 1.76 1.39
H -2.92 0.41 3.73
O -1.03 1.79 -1.49
C 0.07 2.68 -1.23
C 0.28 2.15 1.21
C 0.89 2.33 -0.02
H -0.81 2.29 1.28
C 1.04 1.97 2.37
H 0.72 2.54 -2.10
C 2.29 2.29 -0.11
H 0.55 1.92 3.36
C 2.44 1.89 2.28
C 3.05 1.99 1.03
H 2.76 2.47 -1.09
H 3.05 1.79 3.18
H 4.12 1.78 0.95
Si -2.08 1.24 -2.54
Cl 2.46 -0.24 -1.06
C -2.76 -0.46 -2.07
C -1.22 0.70 -4.13
C -3.43 2.47 -2.77
H -2.29 -1.19 -2.76
H -3.85 -0.49 -2.24
H -2.52 -0.79 -1.05
H -3.94 2.73 -1.83
H -4.14 1.97 -3.44
H -3.09 3.39 -3.23
H -0.54 -0.13 -3.88
H -0.69 1.53 -4.61
H -2.02 0.32 -4.78
N 5.45 -2.56 -1.82
C 4.31 -2.58 -1.54

---

No. 2
190
Properties=species:S:1:pos:R:3 method="wB97M-V/def2-TZVPD" spin_multiplicity=1 gap_ha=0.334 homo_energy_ev=-9.8982
Br 0.84 8.82 -4.23
C 0.09 7.01 -4.66
C -0.81 7.20 -5.96
Br -1.36 5.33 -6.39
H -0.53 6.60 -3.86
H 0.93 6.35 -4.86
H -0.31 7.66 -6.82
H -1.64 7.91 -5.98
C -0.57 -1.89 -1.20
C 0.65 -1.30 -1.45
C 1.03 -0.15 -0.76
C 0.21 0.39 0.25
C -1.06 -0.12 0.41
C -1.42 -1.31 -0.23
N 0.55 1.66 0.92
O 1.31 2.37 0.31
O 0.02 1.91 2.03
H -0.78 -2.79 -1.76
H 1.37 -1.66 -2.18
H 2.02 0.26 -0.85
H -1.72 0.35 1.12
H -2.29 -1.90 0.00
C 6.45 6.82 7.40
C 6.05 6.55 6.12
C 6.47 7.43 5.11
C 7.03 8.73 5.43
C 7.20 9.01 6.81
C 6.92 8.05 7.82
N 7.60 9.69 4.46
O 8.51 10.46 4.91
O 7.15 9.56 3.34
H 6.23 6.09 8.17
H 5.61 5.62 5.80
H 6.33 7.21 4.07
H 7.56 10.00 7.04
H 7.21 8.24 8.84
C -10.04 -7.59 -3.91
C -9.69 -7.23 -2.59
C -10.65 -7.05 -1.61
C -11.98 -7.26 -1.95
C -12.38 -7.64 -3.24
C -11.37 -7.82 -4.17
N -12.99 -7.10 -0.89
O -14.18 -7.38 -1.16
O -12.71 -6.67 0.18
H -9.24 -7.84 -4.59
H -8.65 -7.03 -2.36
H -10.25 -6.82 -0.63
H -13.41 -7.85 -3.48
H -11.71 -8.08 -5.16
C -2.02 -6.37 6.47
C -2.94 -6.81 5.53
C -3.92 -5.90 5.01
C -3.96 -4.60 5.48
C -3.10 -4.23 6.52
C -2.16 -5.06 6.98
N -5.10 -3.70 5.17
O -5.32 -2.66 5.80
O -5.82 -4.12 4.26
H -1.25 -7.07 6.79
H -2.90 -7.82 5.14
H -4.59 -6.32 4.27
H -3.19 -3.28 7.03
H -1.48 -4.76 7.77
C -9.69 0.23 -4.21
C -8.33 0.53 -4.06
C -7.84 1.82 -4.24
C -8.74 2.77 -4.71
C -10.10 2.49 -4.89
C -10.59 1.20 -4.63
N -8.21 4.14 -4.98
O -7.29 4.61 -4.29
O -8.71 4.81 -5.90
H -9.98 -0.77 -3.96
H -7.68 -0.32 -3.90
H -6.79 2.01 -4.05
H -10.63 3.25 -5.44
H -11.59 0.83 -4.82
C -0.20 9.39 6.23
C 0.03 9.87 7.50
C 0.73 11.05 7.73
C 1.21 11.82 6.65
C 0.95 11.34 5.34
C 0.28 10.14 5.13
N 2.09 13.03 6.86
O 2.26 13.41 8.00
O 2.87 13.32 5.95
H -0.78 8.50 6.05
H -0.41 9.28 8.28
H 0.94 11.37 8.74
H 1.26 11.93 4.48
H 0.02 9.85 4.13
C 5.50 -2.97 -8.60
C 4.54 -1.99 -8.36
C 4.85 -0.85 -7.60
C 6.10 -0.69 -6.99
C 7.04 -1.68 -7.20
C 6.72 -2.82 -7.96
N 6.41 0.54 -6.22
O 7.58 0.92 -6.20
O 5.44 1.10 -5.70
H 5.29 -3.91 -9.09
H 3.60 -2.13 -8.88
H 4.13 -0.05 -7.53
H 7.95 -1.62 -6.63
H 7.55 -3.52 -8.04
C -3.62 -1.10 -13.97
C -2.90 -2.23 -13.98
C -2.50 -2.82 -12.79
C -3.00 -2.34 -11.58
C -3.65 -1.13 -11.53
C -3.90 -0.49 -12.75
N -2.73 -3.18 -10.39
O -3.24 -2.89 -9.34
O -1.87 -4.09 -10.38
H -3.96 -0.71 -14.91
H -2.47 -2.63 -14.89
H -1.87 -3.69 -12.88
H -4.07 -0.77 -10.60
H -4.43 0.45 -12.67
C -11.42 5.68 2.75
C -10.83 4.68 2.00
C -9.52 4.72 1.61
C -8.79 5.90 1.97
C -9.36 6.89 2.81
C -10.71 6.82 3.08
N -7.34 5.97 1.73
O -6.89 7.16 1.69
O -6.68 4.99 1.34
H -12.49 5.66 2.90
H -11.49 3.88 1.70
H -9.04 3.94 1.03
H -8.87 7.78 3.17
H -11.10 7.67 3.63
C 4.32 -1.52 8.61
C 5.15 -2.39 9.35
C 5.41 -2.10 10.71
C 4.75 -1.05 11.32
C 3.90 -0.22 10.58
C 3.66 -0.48 9.22
N 5.00 -0.78 12.72
O 5.87 -1.34 13.28
O 4.23 -0.02 13.30
H 4.21 -1.81 7.58
H 5.50 -3.26 8.82
H 5.99 -2.76 11.33
H 3.37 0.57 11.09
H 2.90 0.09 8.72
C 3.92 -9.75 -6.50
C 2.87 -10.44 -7.11
C 1.58 -10.29 -6.53
C 1.38 -9.50 -5.39
C 2.46 -8.77 -4.81
C 3.72 -8.91 -5.36
N 0.09 -9.38 -4.79
O 0.01 -9.21 -3.55
O -0.83 -9.52 -5.52
H 4.86 -9.83 -7.02
H 3.07 -11.03 -7.99
H 0.76 -10.87 -6.92
H 2.42 -8.18 -3.91
H 4.51 -8.30 -4.97
C 11.75 5.64 2.88
C 11.77 4.63 3.78
C 11.05 3.45 3.54
C 10.34 3.28 2.33
C 10.34 4.31 1.34
C 11.11 5.43 1.64
N 9.42 2.10 2.14
O 8.96 1.82 1.05
O 9.14 1.40 3.11
H 12.19 6.60 3.11
H 12.17 4.77 4.77
H 10.95 2.68 4.29
H 9.62 4.33 0.53
H 11.09 6.21 0.90
C 4.10 -7.06 1.95
C 5.27 -6.34 1.99
C 6.47 -7.06 2.32
C 6.46 -8.42 2.38
C 5.27 -9.16 2.14
C 4.11 -8.43 2.05
N 7.72 -9.13 2.79
O 7.76 -10.32 2.82
O 8.65 -8.48 3.23
H 3.15 -6.56 2.04
H 5.23 -5.27 1.82
H 7.46 -6.63 2.38
H 5.31 -10.22 1.94
H 3.17 -8.96 1.97

---

No. 3
92
Properties=species:S:1:pos:R:3 method="wB97M-V/def2-TZVPD" spin_multiplicity=1 gap_ha=0.329 homo_energy_ev=-9.0682
C 1.56 -4.92 0.21
C 2.65 -4.07 0.99
O 1.83 -3.49 2.02
H 0.66 -4.35 0.04
H 1.38 -5.79 0.85
H 1.87 -5.33 -0.82
H 3.12 -3.33 0.44
H 3.45 -4.66 1.41
H 1.27 -4.21 2.30
C 4.86 -1.95 -3.03
C 4.09 -1.59 -1.79
O 2.79 -1.96 -1.69
H 5.71 -1.29 -3.05
H 4.24 -1.83 -3.95
H 5.28 -2.98 -3.06
H 4.03 -0.55 -1.85
H 4.60 -1.86 -0.86
H 2.50 -1.39 -1.00
C -2.69 3.25 0.80
C -1.20 3.25 0.77
O -0.68 4.30 1.61
H -3.10 2.47 0.21
H -2.98 4.20 0.31
H -3.15 3.11 1.75
H -0.75 3.34 -0.19
H -0.78 2.33 1.10
H -1.05 4.11 2.47
C -2.45 1.51 -2.80
C -3.10 2.87 -3.08
O -4.36 2.48 -3.49
H -1.44 1.58 -2.49
H -2.54 0.84 -3.70
H -3.00 1.03 -2.02
H -2.55 3.33 -3.87
H -3.02 3.58 -2.18
H -4.31 2.07 -4.38
C 0.67 -0.37 0.18
O 2.05 -0.08 0.02
N -0.31 0.24 -0.50
N 0.31 -1.19 1.13
H -0.02 1.02 -1.24
H -1.30 0.20 -0.23
H 1.02 -1.81 1.47
H -0.68 -1.32 1.31
C -0.52 -2.45 4.18
O -1.55 -1.50 4.08
H -0.91 -3.27 4.79
H 0.46 -2.04 4.45
H -0.47 -2.89 3.16
H -2.28 -1.99 4.46
C -0.27 -2.60 -2.29
O -1.19 -1.50 -2.29
H -0.60 -3.44 -2.83
H 0.06 -2.93 -1.28
H 0.55 -2.19 -2.84
H -0.94 -0.86 -1.58
C -3.59 0.94 4.26
O -2.53 1.08 3.33
H -4.48 1.48 3.85
H -3.28 1.42 5.17
H -3.76 -0.04 4.37
H -2.22 0.24 3.08
C 1.93 2.78 -2.09
O 0.74 2.10 -2.24
H 1.62 3.78 -1.83
H 2.45 2.91 -2.96
H 2.54 2.25 -1.51
H 0.27 2.60 -2.94
C 1.36 -0.28 -4.16
O -0.01 0.02 -4.49
H 1.49 -1.31 -4.41
H 1.44 -0.30 -3.08
H 1.88 0.48 -4.65
H -0.69 -0.57 -4.11
C -2.78 -2.07 0.75
O -2.48 -0.70 0.87
H -3.38 -2.30 1.58
H -1.89 -2.73 0.71
H -3.42 -2.28 -0.08
H -3.33 -0.18 0.85
C 0.68 1.28 3.44
O -0.02 1.03 4.63
H 1.71 0.97 3.65
H 0.59 2.40 3.33
H 0.36 0.81 2.55
H -0.88 0.58 4.44
C 2.44 3.23 0.96
O 1.71 4.40 0.56
H 2.70 3.15 1.95
H 3.46 3.16 0.54
H 1.75 2.43 0.60
H 0.83 4.17 0.94

---

No. 4
8
Properties=species:S:1:pos:R:3 method="wB97M-V/def2-TZVPD" smiles="O=[N+]([O-])[SiH2]O" spin_multiplicity=1 gap_ha=0.389 homo_energy_ev=-10.5982
O 2.05 -0.80 -0.07
N 1.14 0.02 -0.06
O 1.33 1.19 0.24
Si -0.79 -0.54 0.03
O -1.43 0.97 -0.04
H -0.58 -1.54 1.14
H -0.98 -0.93 -1.38
H -0.73 1.64 0.14

---

No. 5
104
Properties=species:S:1:pos:R:3 method="wB97M-V/def2-TZVPD" spin_multiplicity=1 charge=-2 gap_ha=0.255 homo_energy_ev=-3.4409
Cs -0.91 0.32 -0.08
C -2.20 0.15 -4.50
C -0.70 0.10 -4.49
C 0.18 0.57 -5.49
C 1.44 0.30 -4.99
C 2.78 0.63 -5.57
N 1.29 -0.29 -3.79
N -0.02 -0.41 -3.48
B 2.43 -0.57 -2.79
N 2.76 0.74 -2.05
N 1.76 1.51 -1.60
C 2.31 2.53 -0.96
C 1.43 3.54 -0.30
C 3.72 2.41 -0.99
C 3.96 1.24 -1.69
C 5.25 0.56 -1.99
N 2.04 -1.67 -1.77
N 2.26 -1.49 -0.44
C 2.11 -2.69 0.12
C 2.33 -2.87 1.59
C 1.80 -3.66 -0.85
C 1.76 -2.96 -2.05
C 1.49 -3.43 -3.43
H -2.55 0.89 -5.21
H -2.58 0.41 -3.51
H -2.63 -0.82 -4.76
H -0.06 1.06 -6.42
H 2.65 1.11 -6.54
H 3.39 -0.26 -5.70
H 3.33 1.31 -4.91
H 3.41 -0.93 -3.41
H 0.39 3.27 -0.48
H 1.58 4.56 -0.67
H 1.59 3.55 0.78
H 4.45 3.07 -0.55
H 6.08 1.15 -1.60
H 5.39 0.42 -3.06
H 5.28 -0.43 -1.53
H 2.36 -1.89 2.07
H 3.28 -3.38 1.78
H 1.53 -3.44 2.05
H 1.64 -4.71 -0.71
H 1.45 -4.52 -3.45
H 2.28 -3.10 -4.12
H 0.54 -3.04 -3.80
S -2.20 -2.69 -2.50
C -2.97 -3.27 -1.17
N -2.63 -4.41 -0.55
C -3.42 -4.88 0.58
C -4.88 -4.68 0.25
N -5.12 -3.28 -0.05
C -6.41 -2.76 0.38
C -6.53 -2.67 1.88
C -7.71 -3.04 2.52
C -7.82 -2.95 3.90
C -6.74 -2.51 4.65
C -5.56 -2.15 4.02
C -5.45 -2.23 2.64
C -4.16 -2.51 -0.60
S -4.27 -0.87 -0.72
C -1.47 -5.16 -1.02
C -0.90 -6.10 0.01
C -0.85 -7.47 -0.22
C -0.29 -8.32 0.72
C 0.21 -7.81 1.91
C 0.16 -6.44 2.14
C -0.38 -5.59 1.19
H -3.15 -4.33 1.49
H -3.22 -5.93 0.75
H -5.49 -4.95 1.11
H -5.17 -5.32 -0.60
H -7.19 -3.41 -0.02
H -6.52 -1.77 -0.07
H -8.55 -3.40 1.93
H -8.75 -3.24 4.39
H -6.83 -2.44 5.73
H -4.70 -1.81 4.59
H -4.52 -1.94 2.16
H -0.71 -4.42 -1.30
H -1.73 -5.70 -1.94
H -1.24 -7.87 -1.15
H -0.25 -9.39 0.53
H 0.64 -8.47 2.65
H 0.55 -6.01 3.06
H -0.42 -4.52 1.37
O -2.43 -1.54 3.24
Cl -1.19 -2.03 2.68
O -0.73 -3.17 3.45
O -0.21 -0.99 2.69
O -1.42 -2.45 1.31
F -5.09 4.69 0.56
C -4.25 3.62 0.59
F -4.76 2.72 -0.24
F -4.34 3.11 1.83
C -2.76 3.95 0.23
O -2.09 2.86 -0.04
C -2.13 4.72 1.45
F -1.00 5.36 1.09
F -2.94 5.66 2.01
F -1.80 3.88 2.43
C -2.77 4.94 -0.99
F -1.57 5.03 -1.55
F -3.62 4.52 -1.95
F -3.15 6.21 -0.68

---

No. 6
9
Properties=species:S:1:pos:R:3 method="wB97M-V/def2-TZVPD" spin_multiplicity=1 charge=-1 gap_ha=0.321 homo_energy_ev=-4.5329
C -1.31 -0.54 -0.44
N -2.29 0.26 -0.36
N 0.63 -1.13 -0.34
O 2.91 -0.26 0.44
O 1.23 1.37 -0.46
S 1.45 0.08 0.23
H 1.22 0.55 1.55
H -2.26 1.30 -0.43
H -1.58 -1.63 -0.20

---

Values for ΔE to the lowest compared entry with this formula, charge and spin, kcal/mol, ordered as above
14.7; 80.6; 51.0; 9.1; 6.4; 102.4
Values for DFT total energy, eV, ordered as above
-102193.597; -296728.431; -48192.100; -15556.736; -121052.964; -18992.859